Entry 1:
A structure of composition C22H24MnNO4S at a distorted geometry. Source: the OMol25 dataset; level of theory: ωB97M-V/def2-TZVPD.

Net charge   -2
Highest occupied orbital energy (spin up / spin down)   1.27 / 1.13 eV
2S+1   5
E_LUMO (spin up / spin down)   4.65 / 4.65 eV

```
53
Properties=species:S:1:pos:R:3:nbo_charge:R:1
Mn 0.748 -0.786 0.089 0.837
C 1.268 -2.341 1.566 -0.380
C -0.166 -2.319 1.581 -0.281
C -0.625 -2.686 0.284 -0.326
H -0.804 -2.193 2.451 0.210
C 0.514 -2.948 -0.540 -0.331
C 1.689 -2.738 0.249 -0.324
H 2.709 -2.952 -0.064 0.207
H 1.916 -2.177 2.422 0.237
H -1.669 -2.817 0.009 0.212
H 0.494 -3.376 -1.539 0.204
C 2.090 1.045 0.748 -0.307
C 2.803 -0.157 0.443 -0.371
C 2.617 -0.433 -0.964 -0.404
H 3.486 -0.668 1.116 0.212
C 1.760 0.578 -1.489 -0.266
C 1.382 1.444 -0.415 -0.344
H 0.724 2.304 -0.503 0.213
H 2.161 1.619 1.667 0.208
H 3.112 -1.188 -1.571 0.204
H 1.602 0.773 -2.546 0.201
O -0.315 -0.624 -1.496 -0.870
C -0.217 -0.456 -4.392 0.113
C -1.418 -0.263 -3.582 -0.471
C 0.297 -1.807 -4.639 -0.660
C 0.417 0.695 -5.060 -0.663
C -1.190 0.243 -2.126 -0.018
H -1.998 -1.202 -3.548 0.189
H -2.044 0.509 -4.061 0.170
H -0.802 1.288 -2.172 0.122
H -2.153 0.251 -1.581 0.143
H -0.187 -2.271 -5.518 0.171
H 0.116 -2.466 -3.776 0.239
H 1.377 -1.776 -4.848 0.194
H -0.001 0.880 -6.066 0.173
H 1.492 0.506 -5.204 0.200
H 0.293 1.627 -4.489 0.221
O 1.285 -0.111 3.281 -0.637
C 0.194 0.375 2.963 0.638
N -0.373 0.282 1.697 -0.894
S -1.775 1.158 1.500 2.314
O -1.558 2.266 0.611 -0.941
O -2.910 0.302 1.295 -0.948
C -1.748 1.721 3.169 -0.295
C -2.642 2.592 3.783 -0.186
C -2.399 2.917 5.124 -0.237
C -1.289 2.380 5.807 -0.228
C -0.406 1.513 5.167 -0.195
C -0.665 1.188 3.841 -0.090
H -3.482 2.987 3.214 0.217
H -3.075 3.599 5.641 0.194
H -1.113 2.647 6.851 0.194
H 0.476 1.068 5.620 0.231
```

***

Entry 2:
The molecule C22H24N2O3 at a distorted geometry. Source: the OMol25 dataset; level of theory: ωB97M-V/def2-TZVPD.

Highest occupied orbital energy   -8.66 eV
ΔE to the lowest compared entry with this formula, charge and spin   279.0 kJ/mol
2S+1   1
E_LUMO   0.55 eV

```
51
Properties=species:S:1:pos:R:3:nbo_charge:R:1
C 0.544 -1.110 5.981 -0.652
C -0.162 0.074 5.432 0.177
N -0.665 0.998 6.205 -0.143
O -1.241 1.930 5.409 -0.270
C -1.086 1.582 4.124 0.365
C -0.398 0.397 4.065 -0.211
C 0.010 -0.382 2.860 -0.079
H 0.845 0.124 2.349 0.189
O -1.098 -0.478 1.987 -0.502
C -0.928 -1.113 0.793 0.295
C -2.038 -1.123 -0.054 -0.242
C -1.969 -1.726 -1.290 -0.194
C -0.798 -2.346 -1.719 -0.045
C 0.297 -2.339 -0.867 -0.222
C 0.244 -1.729 0.376 -0.253
H 1.121 -1.748 1.003 0.216
H 1.213 -2.830 -1.166 0.213
C -0.715 -2.959 -3.084 -0.517
H -1.672 -3.392 -3.379 0.241
H 0.039 -3.750 -3.103 0.234
C -0.326 -1.945 -4.165 0.689
O -0.829 -1.941 -5.267 -0.626
N 0.666 -1.109 -3.793 -0.632
H 0.938 -1.085 -2.821 0.409
C 1.125 -0.021 -4.622 -0.213
H 0.820 -0.249 -5.646 0.237
H 2.217 0.023 -4.569 0.191
C 0.522 1.323 -4.184 -0.431
C 0.843 1.616 -2.746 -0.030
C -0.121 1.465 -1.758 -0.223
C 0.180 1.720 -0.432 -0.199
C 1.458 2.113 -0.073 -0.233
C 2.431 2.256 -1.049 -0.219
C 2.124 2.012 -2.375 -0.176
H 2.883 2.139 -3.134 0.202
H 3.429 2.565 -0.776 0.213
H 1.697 2.316 0.961 0.209
H -0.587 1.614 0.319 0.215
H -1.118 1.150 -2.028 0.218
H 0.925 2.107 -4.828 0.218
H -0.559 1.282 -4.322 0.218
H -2.834 -1.721 -1.937 0.219
H -2.946 -0.648 0.284 0.224
H 0.344 -1.382 3.169 0.189
C -1.644 2.469 3.076 -0.674
H -2.202 1.877 2.354 0.243
H -0.841 2.987 2.551 0.231
H -2.298 3.204 3.535 0.241
H 0.053 -2.025 5.655 0.225
H 0.532 -1.063 7.066 0.243
H 1.576 -1.130 5.633 0.223
```

***

Entry 3:
The molecule C22H24N2O3S. Source: the OMol25 dataset; level of theory: ωB97M-V/def2-TZVPD.

Highest occupied orbital energy   -8.06 eV
ΔE to the lowest compared entry with this formula, charge and spin   130.8 kJ/mol
2S+1   1
E_LUMO   0.69 eV

```
52
Properties=species:S:1:pos:R:3:nbo_charge:R:1
C -1.088 -1.264 2.223 -0.251
H -1.784 -1.669 2.957 0.201
O -1.599 -1.650 0.972 -0.529
C -1.003 -1.163 -0.162 0.312
C 0.217 -0.498 -0.143 -0.326
C 0.834 -0.053 -1.303 -0.038
C 0.209 -0.280 -2.519 -0.220
C -1.012 -0.922 -2.555 -0.231
C -1.645 -1.365 -1.397 0.233
O -2.844 -1.982 -1.610 -0.496
C -3.775 -2.143 -0.559 -0.096
C -4.132 -0.867 0.159 0.054
C -4.018 0.364 -0.473 -0.254
C -4.332 1.530 0.205 -0.192
C -4.774 1.477 1.514 -0.228
C -4.904 0.251 2.145 -0.208
C -4.582 -0.913 1.473 -0.242
H -4.674 -1.869 1.968 0.209
H -5.252 0.203 3.167 0.212
H -5.018 2.387 2.043 0.212
H -4.232 2.482 -0.296 0.210
H -3.679 0.411 -1.497 0.222
H -3.422 -2.889 0.163 0.194
H -4.664 -2.543 -1.062 0.201
H -1.517 -1.097 -3.492 0.225
H 0.673 0.052 -3.435 0.213
C 2.173 0.648 -1.261 -0.260
N 2.546 1.087 0.061 -0.427
C 3.410 0.456 0.891 0.645
O 3.733 0.927 1.972 -0.632
C 3.972 -0.841 0.454 -0.315
C 3.390 -1.954 -0.085 -0.228
C 4.291 -3.030 -0.223 -0.266
C 5.540 -2.722 0.215 -0.404
S 5.640 -1.124 0.828 0.494
H 6.413 -3.344 0.216 0.236
H 4.016 -3.986 -0.633 0.226
H 2.351 -2.017 -0.356 0.236
C 1.964 2.339 0.502 -0.235
H 0.896 2.331 0.267 0.196
H 2.104 2.393 1.584 0.249
C 2.632 3.558 -0.145 -0.223
N 2.214 3.707 -1.533 -0.846
H 1.228 3.946 -1.576 0.354
H 2.732 4.456 -1.978 0.365
H 2.400 4.443 0.470 0.171
H 3.715 3.413 -0.131 0.200
H 2.138 1.537 -1.900 0.258
H 2.947 -0.019 -1.653 0.230
H 0.713 -0.333 0.801 0.228
H -1.052 -0.175 2.324 0.183
H -0.092 -1.682 2.403 0.180
```

***

Entry 4:
The molecule C22H24N2O7 at a distorted geometry. Source: the OMol25 dataset; level of theory: ωB97M-V/def2-TZVPD.

Highest occupied orbital energy   -9.95 eV
ΔE to the lowest compared entry with this formula, charge and spin   183.4 kJ/mol
2S+1   1
E_LUMO   -0.53 eV

```
55
Properties=species:S:1:pos:R:3:nbo_charge:R:1
C 0.598 4.351 -0.354 -0.610
H 0.195 5.232 -0.846 0.216
H 1.196 3.801 -1.078 0.200
H 1.252 4.673 0.453 0.217
C -0.540 3.482 0.174 -0.196
C -1.456 3.042 -0.964 -0.613
H -1.932 3.915 -1.404 0.212
H -2.228 2.371 -0.600 0.225
H -0.896 2.531 -1.744 0.202
H -1.136 4.063 0.886 0.223
C 0.031 2.302 0.985 -0.157
N 0.860 1.389 0.225 -0.490
C 2.237 1.385 0.388 0.726
O 2.825 2.133 1.123 -0.572
C 2.803 0.287 -0.475 -0.329
H 3.557 0.702 -1.147 0.245
C 1.589 -0.349 -1.162 -0.291
C 0.394 0.378 -0.589 0.734
O -0.770 0.126 -0.771 -0.600
H 1.576 -0.272 -2.251 0.241
C 1.641 -1.813 -0.692 -0.225
H 0.710 -2.351 -0.854 0.248
C 2.115 -1.645 0.752 -0.420
H 1.423 -1.079 1.374 0.215
H 2.339 -2.594 1.234 0.222
C 3.378 -0.870 0.368 -0.203
H 4.012 -0.527 1.183 0.234
C 4.053 -1.846 -0.601 -0.409
H 4.748 -1.342 -1.271 0.208
H 4.610 -2.600 -0.046 0.215
C 2.858 -2.473 -1.350 -0.398
H 2.891 -2.283 -2.421 0.208
H 2.820 -3.552 -1.205 0.218
C -1.043 1.555 1.762 0.830
O -2.128 1.990 2.031 -0.596
O -0.576 0.380 2.200 -0.514
C -1.398 -0.390 3.071 -0.184
C -1.866 -1.678 2.395 0.558
O -1.723 -2.749 2.925 -0.499
C -2.452 -1.513 1.041 -0.163
C -2.038 -2.396 0.052 -0.148
C -2.513 -2.235 -1.240 0.086
C -3.439 -1.248 -1.552 -0.162
C -3.876 -0.400 -0.552 -0.212
C -3.374 -0.514 0.733 -0.138
H -3.709 0.174 1.494 0.234
H -4.592 0.374 -0.779 0.226
H -3.783 -1.151 -2.570 0.245
N -1.993 -3.076 -2.287 0.519
O -2.579 -3.090 -3.347 -0.372
O -0.984 -3.705 -2.047 -0.387
H -1.335 -3.182 0.283 0.253
H -0.797 -0.645 3.948 0.222
H -2.266 0.210 3.374 0.232
H 0.711 2.722 1.745 0.272
```

***

Entry 5:
The molecule C22H24N4O. Source: the OMol25 dataset; level of theory: ωB97M-V/def2-TZVPD.

Highest occupied orbital energy   -7.46 eV
ΔE to the lowest compared entry with this formula, charge and spin   0.0 kJ/mol
2S+1   1
E_LUMO   0.10 eV

```
51
Properties=species:S:1:pos:R:3:nbo_charge:R:1
C -4.272 -3.146 -1.293 -0.638
H -4.701 -4.071 -1.667 0.216
H -3.394 -3.390 -0.700 0.204
H -3.963 -2.542 -2.143 0.203
C -5.314 -2.405 -0.447 -0.199
N -4.899 -1.147 0.138 -0.453
C -4.587 -0.103 -0.817 -0.237
C -4.482 1.237 -0.076 -0.210
N -3.448 1.171 0.936 -0.429
C -2.139 1.483 0.607 0.161
C -1.037 0.770 1.094 -0.221
C 0.257 1.145 0.797 -0.220
C 0.509 2.239 -0.022 0.101
C -0.574 2.982 -0.482 -0.217
C -1.865 2.617 -0.171 -0.238
H -2.673 3.238 -0.524 0.212
H -0.398 3.861 -1.087 0.212
N 1.812 2.640 -0.360 -0.604
C 2.906 1.878 -0.623 0.664
O 3.997 2.393 -0.786 -0.603
C 2.669 0.410 -0.762 -0.113
C 1.744 -0.044 -1.672 -0.168
C 1.536 -1.417 -1.863 -0.208
C 2.246 -2.335 -1.141 -0.180
C 3.214 -1.909 -0.208 0.148
N 3.896 -2.847 0.479 -0.408
C 4.799 -2.461 1.336 0.060
C 5.109 -1.114 1.595 -0.262
C 4.426 -0.140 0.919 -0.130
C 3.443 -0.517 -0.021 -0.086
H 4.637 0.907 1.079 0.236
H 5.872 -0.866 2.317 0.221
H 5.320 -3.253 1.860 0.190
H 2.099 -3.396 -1.266 0.228
H 0.803 -1.740 -2.587 0.218
H 1.170 0.664 -2.253 0.222
H 1.968 3.638 -0.436 0.410
H 1.077 0.576 1.206 0.222
H -1.174 -0.099 1.717 0.208
C -3.744 0.094 1.856 -0.218
C -3.848 -1.252 1.130 -0.240
H -4.113 -2.038 1.841 0.205
H -2.870 -1.497 0.680 0.168
H -3.002 0.061 2.652 0.209
H -4.718 0.317 2.305 0.205
H -4.277 2.032 -0.790 0.206
H -5.433 1.445 0.423 0.201
H -5.389 -0.054 -1.557 0.204
H -3.631 -0.284 -1.342 0.167
H -5.631 -3.051 0.377 0.192
H -6.193 -2.196 -1.065 0.191
```

***

Entry 6:
A structure of composition C22H24N4O2PtS2 at a distorted geometry. Source: the OMol25 dataset; level of theory: ωB97M-V/def2-TZVPD.

Net charge   +2
Highest occupied orbital energy   -14.36 eV
2S+1   1
E_LUMO   -5.90 eV

```
55
Properties=species:S:1:pos:R:3:nbo_charge:R:1
Pt 1.552 -1.375 0.128 1.015
N 2.044 -3.787 -3.073 -0.459
C 0.754 -3.473 -3.433 -0.031
C 0.301 -2.575 -2.514 -0.062
N 1.314 -2.328 -1.625 -0.436
C 2.348 -3.088 -1.971 0.311
C 3.472 -3.052 -1.062 0.314
N 3.300 -2.284 0.009 -0.419
C 4.443 -2.329 0.761 -0.051
C 5.324 -3.144 0.119 -0.039
N 4.700 -3.588 -1.023 -0.456
H 2.635 -4.446 -3.555 0.451
H 0.282 -3.906 -4.296 0.262
H -0.650 -2.076 -2.456 0.251
H 4.540 -1.789 1.686 0.265
H 6.326 -3.442 0.371 0.265
H 5.115 -4.200 -1.708 0.451
O 2.038 -0.710 2.004 -0.943
S 1.390 0.487 2.770 1.277
C 1.736 1.861 1.646 -0.594
C 0.805 3.066 1.713 -0.420
C -0.335 2.983 0.698 -0.424
C 0.172 2.977 -0.750 -0.597
S -0.061 1.388 -1.594 1.286
O 0.265 0.341 -0.537 -1.063
C -1.837 1.394 -1.716 -0.200
C -2.552 0.358 -1.139 -0.250
C -3.933 0.334 -1.283 -0.193
C -4.575 1.330 -2.002 -0.176
C -3.842 2.356 -2.589 -0.168
C -2.464 2.392 -2.455 -0.246
C -0.369 0.235 2.771 -0.205
C -0.968 -0.824 2.112 -0.235
C -2.342 -0.997 2.215 -0.189
C -3.105 -0.113 2.966 -0.169
C -2.489 0.922 3.656 -0.187
C -1.115 1.085 3.581 -0.221
H 1.744 1.408 0.658 0.250
H 2.756 2.121 1.931 0.256
H 1.408 3.955 1.518 0.239
H 0.406 3.211 2.717 0.233
H -0.998 3.835 0.841 0.246
H -0.936 2.089 0.883 0.227
H 1.246 3.166 -0.820 0.240
H -0.323 3.720 -1.374 0.264
H -2.032 -0.398 -0.567 0.231
H -4.508 -0.465 -0.833 0.231
H -5.650 1.307 -2.114 0.240
H -4.345 3.127 -3.156 0.240
H -1.896 3.181 -2.933 0.229
H -0.399 -1.590 1.602 0.212
H -2.812 -1.840 1.725 0.231
H -4.174 -0.253 3.045 0.241
H -3.072 1.587 4.279 0.244
H -0.633 1.857 4.168 0.232
```

***

Question: Look up the 2S+1 of the first one.
Answer: 5